[1]
{"formula": "C31H68N7O13", "method": "ωB97M-V with the def2-TZVPD basis set", "species": ["C", "C", "O", "O", "H", "H", "H", "C", "O", "N", "C", "C", "H", "H", "H", "H", "H", "H", "H", "C", "O", "N", "C", "C", "H", "H", "H", "H", "H", "H", "H", "C", "O", "N", "C", "C", "H", "H", "H", "H", "H", "H", "H", "C", "O", "N", "C", "C", "H", "H", "H", "H", "H", "H", "H", "C", "O", "N", "C", "C", "H", "H", "H", "H", "H", "H", "H", "C", "O", "N", "C", "C", "H", "H", "H", "H", "H", "H", "H", "C", "O", "N", "C", "C", "H", "H", "H", "H", "H", "H", "H", "O", "C", "O", "C", "C", "C", "H", "H", "H", "H", "H", "H", "H", "H", "O", "C", "O", "C", "C", "C", "H", "H", "H", "H", "H", "H", "H", "H"], "xyz": [[17.818410, 17.187390, 21.706910], [17.868530, 18.516660, 20.978270], [16.777330, 18.926740, 20.409310], [18.982440, 19.080850, 20.867670], [17.389460, 17.313220, 22.701030], [18.839110, 16.807120, 21.747720], [17.123770, 16.529010, 21.185280], [18.365180, 20.537770, 15.209040], [17.414120, 21.307490, 15.151940], [18.845150, 19.812030, 14.139470], [18.581020, 20.166690, 12.773140], [19.920530, 18.873900, 14.360930], [18.881450, 20.330150, 16.159070], [19.179670, 20.963780, 12.332250], [17.558440, 20.527040, 12.661020], [18.727090, 19.296790, 12.132800], [20.237620, 18.799670, 15.401140], [19.512290, 17.964710, 13.919560], [20.725180, 19.109740, 13.664480], [12.137950, 21.375120, 18.112080], [12.603400, 22.028530, 17.201150], [10.969110, 21.616560, 18.649580], [10.526990, 20.825270, 19.790640], [10.016130, 22.605760, 18.213700], [12.576160, 20.430380, 18.469370], [11.133780, 19.986210, 20.131050], [9.583280, 20.354160, 19.515790], [10.311430, 21.419190, 20.678840], [9.140110, 22.079650, 17.834350], [9.731410, 23.203960, 19.079270], [10.429790, 23.217770, 17.412190], [25.287130, 23.475020, 23.289970], [26.045490, 24.447770, 23.313550], [24.065090, 23.423950, 23.895680], [23.365250, 22.107330, 23.859390], [23.349560, 24.487980, 24.516150], [25.463710, 22.578280, 22.676070], [22.508900, 22.179820, 23.188950], [23.002030, 21.880590, 24.861770], [24.024050, 21.325720, 23.481030], [22.517660, 24.929100, 23.967100], [22.903710, 24.153520, 25.452870], [24.074150, 25.264840, 24.760180], [24.963760, 16.811220, 17.989450], [23.955990, 16.712420, 17.248200], [24.939540, 16.952180, 19.299860], [26.172190, 17.132840, 20.095270], [23.648670, 17.118690, 20.023040], [25.987870, 16.668800, 17.611140], [26.089300, 18.003670, 20.745590], [27.091120, 17.160600, 19.509710], [26.363840, 16.375870, 20.855770], [23.606280, 18.147760, 20.379880], [22.702060, 16.839670, 19.560250], [23.629960, 16.618360, 20.991240], [20.974210, 15.580840, 28.512960], [22.124050, 15.377900, 28.235280], [20.104540, 15.782240, 27.483540], [18.739480, 16.046240, 27.851090], [20.392190, 15.874480, 26.028630], [20.596730, 15.548110, 29.546710], [18.037890, 15.488600, 27.230690], [18.431800, 17.068560, 27.631320], [18.543200, 15.909570, 28.914530], [20.103550, 16.883570, 25.734490], [21.374040, 15.612740, 25.634230], [19.701210, 15.163590, 25.575540], [16.920910, 24.434110, 19.868570], [16.424280, 24.621200, 18.718270], [16.945920, 25.324440, 20.856630], [17.474440, 25.023280, 22.189060], [16.282060, 26.617380, 20.705780], [17.405900, 23.490020, 20.161280], [17.691780, 23.965720, 22.338820], [16.720400, 25.193470, 22.957540], [18.398090, 25.537800, 22.454120], [15.290550, 26.611510, 21.158510], [16.932160, 27.393960, 21.108750], [16.180300, 26.854500, 19.646760], [13.849650, 20.748410, 24.612820], [14.143630, 21.582700, 25.487230], [13.149580, 19.589650, 24.873280], [13.057110, 18.492890, 23.921780], [12.571260, 19.303090, 26.158450], [14.192050, 20.849770, 23.571340], [13.412960, 17.536740, 24.305500], [13.612650, 18.638050, 22.995270], [12.037530, 18.268470, 23.608460], [13.033120, 18.485630, 26.712110], [12.516470, 20.165870, 26.822300], [11.546870, 18.933310, 26.113690], [21.304950, 9.632640, 23.897400], [20.750250, 10.497630, 24.602940], [19.557970, 11.108860, 24.316030], [18.954400, 10.900910, 23.037980], [17.650780, 11.588350, 22.875960], [21.214180, 10.813910, 26.004800], [18.757510, 9.833500, 22.938150], [19.607210, 11.258840, 22.241850], [17.060590, 11.571450, 23.792200], [17.137990, 11.038160, 22.087010], [17.670560, 12.664750, 22.705470], [21.261030, 11.880070, 26.226600], [22.221110, 10.407890, 26.101390], [20.537940, 10.288430, 26.679090], [14.729150, 14.756630, 12.339950], [15.954500, 14.509900, 12.497010], [16.607240, 14.477590, 13.673820], [15.967200, 14.533230, 14.916170], [16.154930, 15.871000, 15.587670], [16.839260, 14.179800, 11.385260], [16.455640, 13.763510, 15.513710], [14.913360, 14.255930, 14.890760], [15.837130, 16.580550, 14.823700], [17.193740, 16.167730, 15.732330], [15.570750, 15.909110, 16.507120], [17.795330, 14.648710, 11.617940], [16.532950, 14.520600, 10.396260], [16.999980, 13.105100, 11.470630]], "forces_ev_per_angstrom": [[-0.2, -0.1, 0.1], [-1.4, 1.7, -2.4], [1.4, -1.0, 1.5], [0.0, -0.3, 0.6], [0.2, 0.1, 0.2], [-0.2, -0.3, 0.2], [0.2, -0.2, -0.1], [-1.4, 0.5, -0.7], [1.2, -0.6, -0.2], [0.4, 1.2, 1.3], [-0.9, 0.1, -0.4], [-0.5, -0.2, -1.5], [0.0, -0.2, -0.1], [0.6, 0.2, 0.4], [-0.1, -0.2, 0.2], [-0.1, -0.2, 0.1], [-0.1, -0.1, -0.2], [0.4, -0.8, 0.7], [0.6, 0.2, 0.4], [1.5, -0.2, -2.0], [0.3, 0.0, -0.1], [-1.7, -0.6, 2.5], [-1.1, -0.3, -0.1], [0.3, -0.1, -0.1], [0.4, 0.2, 0.2], [0.7, 0.4, -0.6], [-0.3, 0.0, 0.0], [0.2, 0.4, 0.0], [-0.2, 0.1, 0.0], [-0.1, 0.3, -0.2], [0.1, -0.1, 0.2], [-0.1, 2.2, 0.2], [-0.8, -1.3, 0.0], [-0.1, -2.5, -0.8], [0.0, 1.2, -0.3], [0.6, 0.8, 1.0], [0.3, -0.1, 0.3], [-0.1, -0.1, 0.0], [0.1, -0.2, 0.0], [0.0, 0.1, 0.2], [0.2, -0.2, -0.6], [0.1, -0.2, 0.2], [-0.1, 0.2, -0.1], [-2.0, -1.0, -2.5], [2.2, 0.4, 1.5], [-0.4, 0.0, 2.2], [-0.5, -0.1, 0.5], [0.5, 0.6, 1.1], [0.0, 0.3, -0.2], [0.0, 0.6, -0.5], [-0.4, 0.3, -0.4], [-0.5, -0.7, -0.3], [-0.3, 0.4, -0.5], [0.7, 0.1, -0.8], [0.6, -0.7, -0.1], [0.2, -0.2, -2.3], [2.0, -0.3, 0.8], [-0.7, 0.1, 1.2], [-0.9, 0.7, -0.7], [-0.8, -0.2, 0.8], [-0.4, 0.2, -0.2], [0.0, -0.6, 0.2], [0.3, 0.4, 0.0], [0.2, -0.4, -0.1], [0.2, 0.0, -0.3], [0.2, 0.2, 0.9], [-0.1, 0.1, -0.3], [-1.0, -0.5, -3.5], [1.3, -0.3, 3.3], [-0.1, 1.1, 1.3], [-0.3, -0.7, 0.1], [0.6, -0.1, -0.5], [-0.1, -0.1, -0.3], [0.0, -0.2, -0.6], [-0.1, 0.5, 0.0], [-0.1, 0.4, -0.3], [0.1, 0.1, 0.2], [-0.2, 0.0, 0.4], [-0.1, -0.3, 0.0], [0.5, 0.4, 2.0], [-0.8, -1.3, -1.6], [0.2, 0.0, -0.5], [-0.1, -0.3, -0.7], [-0.6, 0.0, 1.0], [-0.2, -0.2, 0.1], [0.3, 0.2, 0.5], [0.2, 0.5, 0.2], [-0.4, 0.4, 0.2], [0.8, 0.0, -0.1], [0.4, 0.1, -0.3], [-0.3, 0.2, -0.7], [-1.7, 2.6, 1.3], [0.2, -2.2, -1.3], [1.1, 0.2, 0.4], [0.6, -0.6, -0.4], [-1.0, 0.8, 0.9], [0.4, 0.0, -0.5], [0.4, -0.1, -0.2], [0.4, -0.4, 0.1], [-0.2, -0.7, 0.1], [-0.3, 0.4, 0.0], [0.5, -0.1, -0.6], [-0.3, -0.1, 0.0], [-0.2, -0.1, 0.1], [0.0, 0.2, 0.2], [3.5, -0.7, 1.1], [-4.6, 1.2, 0.3], [0.3, -0.2, -1.7], [-0.2, -0.5, 1.8], [0.0, 0.4, -1.1], [1.5, 0.1, -0.2], [0.1, -0.2, 0.0], [-0.1, 0.2, -0.5], [-0.6, 0.5, 0.4], [0.1, -0.5, 0.4], [0.1, 0.3, -0.1], [0.2, -0.1, -0.2], [-0.4, -0.3, 0.3], [0.1, -0.1, -0.5]], "lowdin_charge": [-0.07, -0.79, -0.16, -0.12, 0.05, 0.05, 0.05, -0.31, 0.02, -0.21, -0.07, -0.07, 0.14, 0.09, 0.09, 0.08, 0.09, 0.08, 0.08, -0.37, 0.03, -0.20, -0.07, -0.04, 0.14, 0.08, 0.08, 0.08, 0.09, 0.09, 0.09, -0.33, -0.01, -0.20, -0.04, -0.07, 0.13, 0.09, 0.08, 0.08, 0.09, 0.08, 0.09, -0.35, -0.03, -0.17, -0.05, -0.02, 0.13, 0.08, 0.08, 0.08, 0.09, 0.10, 0.08, -0.35, 0.01, -0.19, -0.09, -0.01, 0.13, 0.08, 0.08, 0.08, 0.09, 0.09, 0.08, -0.31, -0.03, -0.19, -0.06, -0.05, 0.14, 0.09, 0.08, 0.08, 0.09, 0.08, 0.08, -0.28, -0.03, -0.19, -0.07, -0.08, 0.14, 0.08, 0.09, 0.08, 0.08, 0.09, 0.08, 0.06, -0.48, -0.02, -0.25, -0.08, 0.01, 0.12, 0.13, 0.08, 0.08, 0.08, 0.08, 0.09, 0.09, 0.05, -0.51, -0.02, -0.26, -0.05, 0.00, 0.12, 0.12, 0.08, 0.08, 0.09, 0.09, 0.09, 0.10], "e_homo_ha": -0.1581, "charge": -1, "multiplicity": 1, "gap_ha": 0.225, "relative_energy_kcal_mol": 13.2, "lumo_ev": 1.82}

=====

[2]
{"formula": "C11H16BBr12N3O2", "method": "ωB97M-V with the def2-TZVPD basis set", "species": ["C", "C", "O", "B", "O", "C", "C", "N", "C", "C", "N", "C", "N", "H", "H", "H", "H", "H", "H", "H", "H", "H", "H", "H", "H", "C", "Br", "Br", "Br", "H", "C", "Br", "Br", "Br", "H", "C", "Br", "Br", "Br", "H", "C", "Br", "Br", "Br", "H"], "xyz": [[3.288820, 0.872813, -0.068969], [3.822894, -0.445901, -0.597566], [3.032446, -1.601811, -0.292663], [2.214039, -1.614874, 0.797766], [2.654967, -2.080178, 2.025975], [0.675480, -1.114885, 0.716247], [-0.169225, -2.016768, 1.494394], [-0.873292, -2.691087, 2.102482], [0.168416, -1.094308, -0.755685], [0.262727, -2.488755, -1.238241], [0.592970, -3.492672, -1.687841], [-1.320332, -0.565143, -0.872387], [-1.730194, 0.336951, 0.187825], [3.497259, 1.003244, 0.995461], [2.241809, 1.055288, -0.305480], [3.854790, 1.668355, -0.560601], [3.877515, -0.386463, -1.686272], [4.845628, -0.600898, -0.249127], [2.453009, -3.020804, 2.112196], [0.595256, -0.129767, 1.184715], [0.839084, -0.479739, -1.354239], [-1.944523, -1.449678, -0.801125], [-1.429869, -0.156030, -1.875405], [-1.016501, 1.038257, 0.346614], [-1.976584, -0.161042, 1.031480], [-0.519184, 3.040711, 2.790193], [-2.413136, 2.758366, 2.665938], [0.325363, 1.775494, 3.967567], [0.317654, 3.013771, 1.053057], [-0.360645, 4.025003, 3.202580], [3.444871, 4.127259, 3.265252], [4.590777, 4.266854, 4.797356], [2.004045, 5.402424, 3.339170], [4.424841, 4.275199, 1.617789], [2.995130, 3.143502, 3.285728], [-5.775581, 0.508628, -1.554400], [-3.877292, 0.195621, -1.479461], [-6.175466, 2.393792, -1.604152], [-6.646938, -0.431394, -2.999508], [-6.194942, 0.122527, -0.636896], [-2.818169, -3.817307, -4.538628], [-2.254098, -3.314141, -2.770783], [-3.772383, -5.486977, -4.534669], [-3.830300, -2.420082, -5.393310], [-1.921124, -3.963367, -5.122372]], "forces_ev_per_angstrom": [[0.6, 0.2, 0.0], [0.1, 0.0, -0.7], [-0.1, 0.8, 0.3], [0.1, -0.2, 0.5], [-0.1, -0.2, -0.6], [0.3, -0.5, -0.6], [-0.2, 0.3, 0.3], [0.1, -0.1, 0.0], [-0.9, -0.1, 0.7], [1.2, 0.7, -0.5], [-0.2, -0.2, 0.3], [1.3, -0.9, 0.9], [0.8, 0.1, -0.6], [-0.4, -0.1, 0.1], [-0.1, -0.1, 0.1], [0.0, 0.0, 0.0], [-0.1, -0.1, 0.0], [-0.1, -0.1, 0.2], [0.1, 0.0, 0.4], [0.1, 0.1, -0.1], [0.1, -0.1, 0.0], [-0.2, 0.0, -0.1], [0.0, 0.2, 0.1], [-0.4, 0.0, 0.3], [0.1, 0.1, 0.1], [-0.2, -0.1, 0.0], [0.0, 0.0, 0.0], [0.0, 0.0, 0.0], [0.2, 0.2, 0.0], [0.1, 0.0, 0.0], [0.0, -0.1, 0.0], [0.0, 0.0, 0.0], [0.1, 0.2, 0.1], [0.0, 0.0, 0.0], [0.0, 0.0, 0.0], [0.0, -0.1, -0.2], [-1.8, 0.4, -0.4], [0.0, 0.0, 0.0], [0.1, 0.0, 0.0], [0.0, 0.0, 0.0], [-0.1, 0.1, 0.0], [-0.5, -0.2, -0.4], [0.0, 0.0, 0.0], [0.0, 0.0, 0.0], [0.0, 0.0, 0.0]], "lowdin_charge": [-0.09, -0.20, 0.08, -0.62, 0.17, -0.15, -0.22, 0.20, -0.21, -0.28, 0.17, -0.39, -0.09, 0.08, 0.04, 0.08, 0.12, 0.13, 0.12, 0.11, 0.14, 0.02, 0.07, -0.04, 0.07, -1.62, 0.63, 0.62, 0.64, -0.09, -1.65, 0.60, 0.61, 0.59, -0.07, -1.60, 0.79, 0.56, 0.55, -0.03, -1.62, 0.69, 0.58, 0.56, -0.03], "e_homo_ha": -0.3391, "multiplicity": 1, "gap_ha": 0.320, "lumo_ev": -0.53}

=====

[3]
{"formula": "C10H18N6O2", "method": "ωB97M-V with the def2-TZVPD basis set", "species": ["C", "N", "C", "O", "C", "C", "N", "C", "C", "O", "H", "H", "H", "H", "H", "H", "H", "H", "H", "H", "H", "H", "N", "C", "C", "C", "N", "C", "N", "N", "H", "H", "H", "H", "H", "H"], "xyz": [[-3.404085, -0.141291, -0.303950], [-1.978889, 0.163129, -0.428094], [-1.471714, 1.089080, -1.250277], [-2.194896, 1.750079, -1.987176], [0.063864, 1.251065, -1.291649], [0.613811, 2.117812, -2.436931], [0.804529, -0.009510, -1.188487], [0.789916, -1.096109, -1.957439], [0.008768, -1.133261, -3.256510], [1.424643, -2.081366, -1.609390], [-3.539640, -1.112782, 0.172159], [-3.869759, -0.158754, -1.291275], [-3.892559, 0.625014, 0.299824], [-1.337164, -0.327105, 0.183487], [0.298725, 1.794360, -0.375926], [0.324264, 1.705703, -3.401935], [1.700964, 2.174921, -2.375000], [0.202049, 3.124611, -2.358250], [1.312031, -0.137167, -0.321033], [0.486318, -0.480862, -3.982624], [0.015133, -2.152409, -3.639287], [-1.019910, -0.822378, -3.093619], [2.948534, -0.390708, 1.225958], [1.921841, -0.252341, 2.084713], [2.058814, 0.361442, 3.291979], [0.929077, 0.409389, 4.081488], [-0.215952, -0.129090, 3.667323], [-0.194307, -0.671188, 2.476384], [-1.291513, -1.309245, 2.096678], [0.811723, -0.780821, 1.652729], [3.866869, -0.338054, 1.648716], [2.789136, -1.143842, 0.558131], [2.995892, 0.793170, 3.615448], [0.974341, 0.885997, 5.055883], [-1.042561, -2.116028, 1.538841], [-1.888297, -1.461459, 2.899114]], "forces_ev_per_angstrom": [[0.4, 0.4, -0.2], [0.5, -0.8, 0.6], [-0.6, 0.3, -1.5], [0.3, 0.2, 0.2], [0.6, -0.1, -0.1], [-0.8, 0.0, 0.2], [-0.3, 1.4, 0.8], [-0.1, -1.1, -0.8], [0.0, 0.1, 0.3], [0.4, -0.4, 0.2], [0.2, 0.1, 0.0], [0.1, 0.1, 0.1], [-0.1, -0.1, 0.0], [-0.3, 0.1, -0.1], [0.1, -0.1, 0.2], [0.0, 0.1, 0.0], [-0.1, -0.1, 0.1], [0.0, -0.1, -0.1], [-0.3, -0.1, -0.4], [-0.1, 0.1, -0.1], [0.1, 0.1, 0.1], [-0.1, 0.2, -0.1], [1.3, -0.3, -0.6], [1.0, -0.4, -0.8], [0.1, 1.1, 1.8], [0.3, 0.0, -0.5], [-0.1, 1.1, 1.6], [0.6, -0.2, 0.8], [-2.1, -1.3, -0.4], [-0.3, 0.0, -0.6], [-0.1, 0.0, -0.4], [0.4, 0.1, 0.1], [0.0, -0.1, 0.0], [-0.3, -0.1, 0.0], [-0.5, -0.1, 0.0], [-0.3, -0.3, -0.4]], "lowdin_charge": [-0.06, 0.02, -0.48, 0.05, -0.25, -0.04, 0.09, -0.55, 0.02, 0.02, 0.07, 0.08, 0.09, 0.08, 0.15, 0.07, 0.08, 0.08, 0.08, 0.08, 0.09, 0.08, 0.15, -0.44, -0.03, -0.11, 0.12, -0.53, 0.14, 0.17, 0.11, 0.10, 0.11, 0.11, 0.12, 0.12], "e_homo_ha": -0.3341, "multiplicity": 1, "gap_ha": 0.358, "relative_energy_kcal_mol": 4.4, "smiles": "CNC(=O)[C@H](C)NC(C)=O.Nc1ccnc(N)n1", "lumo_ev": 0.64}